(1)
{
  "formula": "C18H24IN3O2S",
  "method": "the ωB97M-V functional and the def2-TZVPD basis",
  "homo_energy_ev": -9.1,
  "smiles": "N[C@H](C(=O)N1CCSC1)[C@H]1CC[C@@H](NC(=O)c2ccc(I)cc2)CC1",
  "gap_ev": 8.76,
  "species": ["I", "S", "O", "O", "N", "N", "N", "C", "C", "C", "C", "C", "C", "C", "C", "C", "C", "C", "C", "C", "C", "C", "C", "C", "C", "H", "H", "H", "H", "H", "H", "H", "H", "H", "H", "H", "H", "H", "H", "H", "H", "H", "H", "H", "H", "H", "H", "H", "H"],
  "xyz": [[5.180, 6.385, -2.854], [-1.776, -3.428, 5.913], [-0.122, 1.616, -4.496], [-1.105, 0.341, 3.367], [0.972, -2.010, 2.025], [-1.291, -1.931, 3.764], [0.200, 0.767, -2.497], [-1.542, -1.765, 5.142], [-1.907, 0.581, -1.319], [0.197, -1.406, -0.757], [-1.000, -0.014, -2.393], [-1.739, -3.122, 3.146], [2.494, 2.740, -2.107], [-0.504, -1.400, -2.068], [1.564, 3.828, -4.148], [3.643, 4.684, -3.202], [-1.719, -4.276, 4.205], [1.585, 2.782, -3.243], [-0.743, -1.023, 0.428], [2.578, 4.815, -4.050], [3.594, 3.677, -2.114], [-1.389, 0.313, 0.082], [-0.962, -0.817, 3.029], [0.479, 1.711, -3.454], [-0.003, -0.916, 1.783], [-0.646, -1.379, 5.655], [0.750, 0.923, -1.608], [-2.767, -3.065, 2.733], [-1.383, -2.053, -2.053], [-2.634, -4.891, 4.095], [4.377, 3.652, -1.437], [0.448, 0.044, 1.731], [-1.538, -0.025, -3.357], [-2.437, -1.069, 5.349], [0.896, 3.814, -4.921], [-0.656, 1.140, 0.334], [0.683, -2.341, -0.497], [-1.149, -3.363, 2.223], [2.459, 2.061, -1.292], [1.926, -1.848, 1.620], [-2.024, 1.632, -1.459], [0.161, -1.764, -2.841], [-2.327, 0.322, 0.762], [0.996, -0.698, -0.803], [2.565, 5.670, -4.720], [-1.557, -1.748, 0.478], [0.921, -2.368, 3.035], [-2.881, 0.185, -1.369], [-0.864, -4.963, 4.162]],
  "nbo_charge": [0.07, 0.15, -0.62, -0.58, -0.90, -0.50, -0.63, -0.32, -0.40, -0.41, -0.06, -0.23, -0.19, -0.39, -0.15, -0.03, -0.49, -0.12, -0.22, -0.28, -0.23, -0.40, 0.70, 0.67, -0.10, 0.22, 0.38, 0.18, 0.20, 0.22, 0.22, 0.20, 0.24, 0.22, 0.24, 0.20, 0.23, 0.24, 0.21, 0.39, 0.22, 0.22, 0.22, 0.18, 0.23, 0.19, 0.39, 0.20, 0.22]
}

(2)
{
  "formula": "C3H3N2OS",
  "method": "the ωB97M-V functional and the def2-TZVPD basis",
  "charge": 1,
  "homo_energy_ev": -15.1,
  "gap_ev": 8.07,
  "species": ["S", "O", "N", "N", "C", "C", "C", "H", "H", "H"],
  "xyz": [[1.453, 1.173, 0.666], [0.098, 0.132, 2.978], [-0.077, -0.066, 1.853], [-0.775, -0.689, 1.114], [-0.148, -0.083, -1.140], [0.919, 0.793, -0.850], [-0.886, -0.775, -0.224], [1.454, 1.232, -1.687], [-0.387, -0.238, -2.183], [-1.652, -1.479, -0.527]],
  "nbo_charge": [0.39, -0.13, 0.49, -0.14, -0.28, -0.25, 0.10, 0.27, 0.27, 0.27]
}

(3)
{
  "formula": "C16H48O8",
  "method": "the ωB97M-V functional and the def2-TZVPD basis",
  "homo_energy_ev": -9.6,
  "smiles": "CCO.CCO.CCO.CCO.CCO.CCO.CCO.CCO",
  "gap_ev": 10.04,
  "species": ["O", "O", "O", "O", "O", "O", "O", "O", "C", "C", "C", "C", "C", "C", "C", "C", "C", "C", "C", "C", "C", "C", "C", "C", "H", "H", "H", "H", "H", "H", "H", "H", "H", "H", "H", "H", "H", "H", "H", "H", "H", "H", "H", "H", "H", "H", "H", "H", "H", "H", "H", "H", "H", "H", "H", "H", "H", "H", "H", "H", "H", "H", "H", "H", "H", "H", "H", "H", "H", "H", "H", "H"],
  "xyz": [[0.125, -2.370, -3.849], [6.057, -0.013, -1.796], [0.503, 5.309, -0.148], [0.971, -3.516, 2.205], [-0.528, -1.349, 1.094], [-3.252, -1.256, 0.290], [-0.513, 2.018, -2.707], [-3.770, 0.716, 4.816], [4.920, -0.042, -0.936], [-0.028, -3.486, -1.773], [0.861, 4.658, 1.070], [0.288, -0.249, 1.504], [1.125, 5.686, 2.181], [0.224, -2.132, -2.431], [-1.571, 1.876, -4.880], [-2.127, -0.985, 4.347], [-0.309, 1.019, 0.920], [-2.661, 0.387, 4.006], [-1.574, 1.392, -3.440], [2.251, -4.094, 1.920], [3.697, -0.570, -1.694], [-4.848, -0.253, -1.164], [-3.464, -0.137, -0.549], [2.921, -3.256, 0.851], [0.867, -4.096, -1.874], [-1.853, 2.926, -4.923], [1.248, -1.815, -2.223], [2.168, -5.136, 1.598], [-1.413, 0.314, -3.388], [-0.855, 2.758, -2.200], [4.695, 0.961, -0.574], [-0.580, 1.713, -5.305], [-1.273, -1.235, 3.719], [-0.913, -3.933, -2.219], [-4.931, -1.149, -1.774], [0.754, -3.741, 3.117], [1.859, 6.438, 1.895], [-2.270, 1.288, -5.481], [-2.861, -1.762, 4.112], [-4.146, 1.554, 4.544], [3.096, -2.219, 1.140], [-2.531, 1.657, -2.981], [0.283, -1.542, -4.315], [2.875, -4.102, 2.821], [2.394, -3.289, -0.101], [-1.366, 1.153, 1.155], [0.185, 6.200, 2.392], [3.927, -3.650, 0.664], [-0.005, -2.120, 1.383], [1.241, 5.879, -0.385], [6.459, -0.884, -1.723], [0.020, 4.060, 1.410], [-2.301, -1.280, 0.493], [-1.859, 1.123, 4.168], [-2.910, 0.380, 2.938], [2.776, -0.481, -1.117], [3.573, 0.075, -2.570], [-1.877, -1.125, 5.400], [-0.502, -1.378, -2.119], [0.200, 1.889, 1.335], [1.732, 4.030, 0.867], [-5.612, -0.279, -0.381], [0.382, -0.202, 2.593], [3.863, -1.561, -2.117], [-0.206, 1.025, -0.166], [5.085, -0.657, -0.045], [1.420, 5.191, 3.108], [-3.313, 0.771, 0.050], [-2.781, -0.076, -1.408], [1.307, -0.348, 1.112], [-0.240, -3.310, -0.716], [-5.112, 0.634, -1.747]],
  "lowdin_charge": [-0.09, -0.07, -0.08, -0.09, -0.11, -0.08, -0.09, -0.07, -0.32, -0.07, -0.32, -0.29, -0.09, -0.29, -0.09, -0.08, -0.06, -0.33, -0.32, -0.28, -0.10, -0.09, -0.34, -0.08, 0.07, 0.07, 0.08, 0.11, 0.09, 0.08, 0.11, 0.07, 0.05, 0.08, 0.08, 0.10, 0.07, 0.08, 0.08, 0.08, 0.07, 0.11, 0.07, 0.11, 0.06, 0.06, 0.07, 0.08, 0.05, 0.08, 0.08, 0.09, 0.04, 0.11, 0.10, 0.05, 0.08, 0.08, 0.09, 0.05, 0.11, 0.07, 0.10, 0.07, 0.07, 0.10, 0.07, 0.10, 0.08, 0.10, 0.06, 0.07]
}

| no. | F_max (hartree/bohr) |
| --- | --- |
| 1 | 0.09020 |
| 2 | 0.04703 |
| 3 | 0.02190 |